{
  "formula": "C25H37N11O5SSbSr",
  "method": "ωB97M-V/def2-TZVPD",
  "elements": ["Sr", "O", "N", "C", "C", "N", "C", "N", "C", "C", "C", "Sb", "C", "C", "C", "C", "C", "C", "H", "H", "H", "H", "H", "H", "H", "H", "H", "H", "H", "H", "H", "H", "H", "H", "H", "H", "H", "H", "H", "O", "S", "O", "O", "C", "N", "C", "C", "C", "N", "C", "C", "C", "N", "C", "C", "H", "H", "H", "H", "H", "H", "N", "N", "N", "C", "N", "N", "H", "H", "H", "C", "C", "C", "O", "H", "H", "H", "H", "H", "H", "H"],
  "xyz": [[0.660473, 0.373233, 0.632325], [0.486001, 1.319874, 2.641602], [1.435254, 0.916763, 3.393648], [1.815524, 1.697697, 4.363723], [2.931383, 1.330257, 5.191108], [3.810795, 1.110731, 5.899378], [1.181809, 2.943568, 4.686934], [0.667766, 3.923341, 4.995922], [3.311358, -2.357806, 4.339959], [3.271436, -2.856251, 2.899356], [4.458215, -2.313151, 2.102702], [1.399408, -2.294966, 1.881727], [1.356680, -3.999806, 0.524958], [1.923503, -5.290581, 1.107167], [2.067337, -3.621673, -0.777032], [0.117291, -3.048019, 3.472728], [-1.044075, -3.887331, 2.954319], [-0.383224, -1.872882, 4.311415], [4.262897, -2.629533, 4.812147], [2.512254, -2.787200, 4.949361], [3.225856, -1.276928, 4.384192], [3.316534, -3.947892, 2.911090], [4.399636, -1.224490, 2.009273], [4.507658, -2.735199, 1.094762], [5.405282, -2.544240, 2.605238], [0.294610, -4.137565, 0.312076], [3.006379, -5.222146, 1.232861], [1.728832, -6.129729, 0.428986], [1.486585, -5.538007, 2.077629], [3.143141, -3.505585, -0.616416], [1.681193, -2.684384, -1.186246], [1.930603, -4.397846, -1.538875], [0.776660, -3.674665, 4.075554], [-1.693908, -3.286353, 2.320587], [-1.640349, -4.261609, 3.794434], [-0.707830, -4.751740, 2.376094], [-0.974350, -1.187144, 3.698282], [0.438711, -1.304189, 4.751621], [-1.022532, -2.228398, 5.127017], [-6.690247, 4.178109, -6.367297], [-5.765662, 4.974580, -5.583580], [-5.945478, 4.889714, -4.149380], [-5.496666, 6.304836, -6.095362], [-4.185622, 4.108474, -5.883953], [-3.817342, 3.949905, -7.162173], [-2.702825, 3.273003, -7.376899], [-1.938574, 2.732162, -6.350868], [-2.384777, 2.981763, -5.065937], [-3.495288, 3.676190, -4.834308], [-1.677979, 2.484899, -3.856702], [-0.336167, 2.118488, -3.867573], [0.245315, 1.661352, -2.701649], [-0.411048, 1.552396, -1.545014], [-1.700968, 1.913711, -1.537010], [-2.366923, 2.384687, -2.650998], [-2.401211, 3.155308, -8.414165], [-1.061734, 2.133296, -6.559075], [0.257878, 2.199901, -4.768423], [1.295670, 1.384112, -2.686970], [-2.217121, 1.822880, -0.587048], [-3.404911, 2.690383, -2.611596], [1.516286, 6.039455, 2.097852], [1.283118, 5.110905, 1.109386], [0.577386, 5.423269, 0.048953], [0.665978, 4.304033, -0.650931], [1.406678, 3.371276, -0.035913], [1.808928, 3.919011, 1.105751], [0.789669, 6.736220, 2.034643], [1.528692, 5.583834, 2.996901], [0.206146, 4.188260, -1.619634], [-2.496473, -2.866401, -0.224546], [-1.665827, -1.646505, -0.618220], [-1.061656, -1.882117, -2.005171], [-0.679200, -1.322551, 0.322926], [-3.199366, -3.125849, -1.020970], [-3.068849, -2.664018, 0.682186], [-1.842985, -3.723605, -0.043251], [-2.379829, -0.808551, -0.713183], [-0.427723, -2.774071, -1.989656], [-0.457062, -1.024772, -2.309621], [-1.847028, -2.026125, -2.753126]],
  "forces_ev_per_a": [[0.46, 1.26, -1.76], [-0.67, 0.91, 1.46], [0.69, -0.13, 0.04], [0.13, 0.20, 0.37], [-0.16, -0.08, -0.06], [0.00, -0.05, -0.08], [-0.13, -0.20, -0.18], [0.00, 0.31, -0.12], [0.03, -0.18, -0.04], [-0.11, 0.01, -0.10], [-0.02, -0.11, 0.09], [0.90, -1.51, 0.73], [0.05, 0.15, -0.03], [-0.06, 0.03, -0.09], [-0.06, -0.04, 0.07], [-0.11, 0.13, -0.18], [0.07, 0.01, 0.03], [0.02, -0.07, 0.01], [-0.03, 0.04, 0.00], [0.04, 0.06, -0.02], [-0.01, 0.20, 0.05], [0.00, 0.02, -0.01], [0.01, 0.01, 0.00], [-0.01, 0.03, 0.03], [-0.03, 0.02, -0.04], [0.00, 0.07, 0.02], [-0.02, -0.02, 0.01], [0.01, 0.02, 0.03], [0.02, 0.00, -0.02], [-0.02, 0.00, -0.02], [0.02, -0.06, 0.00], [0.03, 0.03, 0.02], [0.03, -0.04, 0.01], [-0.02, -0.01, -0.01], [0.01, 0.02, -0.03], [-0.04, 0.05, 0.02], [0.01, -0.01, 0.03], [-0.03, 0.00, -0.02], [0.01, 0.01, -0.02], [-0.04, 0.04, 0.00], [0.09, -0.07, 0.00], [-0.02, 0.02, 0.00], [-0.02, 0.00, 0.00], [0.06, 0.02, -0.01], [0.05, -0.01, 0.07], [-0.06, 0.07, 0.01], [0.10, -0.08, -0.04], [-0.05, 0.08, -0.05], [-0.08, -0.08, -0.01], [0.00, 0.01, 0.07], [0.01, 0.00, -0.10], [0.05, -0.01, 0.10], [-0.22, -0.13, -0.14], [0.15, -0.07, 0.02], [-0.07, 0.08, -0.06], [-0.02, -0.04, 0.02], [-0.02, 0.05, -0.01], [0.00, -0.01, 0.04], [-0.02, 0.00, -0.02], [-0.03, -0.01, -0.02], [0.03, -0.01, 0.02], [0.46, 0.16, -0.07], [0.02, -0.19, -0.10], [0.01, 0.00, 0.17], [0.10, -0.18, -0.27], [0.04, 0.02, 0.35], [-0.26, 0.25, -0.18], [-0.16, 0.01, 0.03], [-0.17, -0.25, 0.27], [0.00, -0.05, 0.11], [0.01, 0.09, 0.07], [-0.05, -0.02, -0.05], [-0.04, 0.00, 0.07], [-0.95, -0.76, -0.47], [0.01, 0.00, 0.04], [0.02, -0.05, 0.01], [-0.04, 0.00, -0.01], [0.02, 0.02, -0.03], [-0.03, 0.05, -0.02], [0.01, -0.05, -0.02], [0.06, 0.00, 0.01]],
  "largest_force_ha_per_bohr": 0.04309,
  "total_charge": -1,
  "homo_lumo_gap_ev": 7.0,
  "e_homo_ev": -5.7,
  "e_tot_ev": -71361.6406
}